# 1
A molecular structure, C39H36AsCl2N4O11S2SiW. Source: OMol25; level of theory: ωB97M-V/def2-TZVPD.

## Properties
HOMO energy: -10.19 eV
maximum force: 0.0193 Eh/bohr
LUMO energy: -0.163 Ha
ΔE to the lowest compared entry with this formula, charge and spin: 28.3 kcal per mole
orbital gap: 0.212 hartree
charge: +1

Last column: Löwdin charge in e.
Geometry (Å):
W1 0.66 0.11 -0.58  1.99
As1 0.91 -2.84 -1.48  1.01
Cl1 1.92 2.19 6.71  0.75
Cl2 1.27 -1.71 3.14  0.81
S1 -2.22 -1.21 -1.26  0.59
S2 -1.89 0.19 3.56  0.67
Si1 0.57 2.79 -2.55  0.52
O1 8.36 0.46 -3.04  0.06
O2 2.31 0.95 -1.38  -0.22
O3 7.91 -1.29 -1.62  0.05
O4 -3.45 -0.88 -0.62  -0.25
O5 2.89 -0.77 -0.24  -0.03
O6 -1.93 -0.72 -2.57  -0.24
O7 1.00 0.55 1.15  -0.24
O8 2.12 -3.72 -2.04  -0.37
O9 0.96 -2.40 0.24  -0.33
O10 -1.06 -0.76 -0.28  -0.47
O11 0.87 -1.15 -2.01  -0.50
N1 -3.59 -1.38 2.29  0.06
N2 -3.39 -1.74 4.55  0.11
N3 1.28 3.15 1.69  0.13
N4 -0.19 1.60 -1.30  -0.19
C1 -1.75 2.23 0.52  -0.05
C2 4.59 0.26 -1.59  -0.12
C3 -3.03 -1.04 3.46  -0.88
C4 1.57 4.96 3.24  -0.03
C5 1.86 3.81 -1.67  -0.16
C6 -3.22 -3.69 -1.21  -0.03
C7 -0.71 4.01 -3.12  -0.16
C8 -3.03 2.57 0.94  -0.07
C9 -5.61 -2.27 1.29  -0.03
C10 6.79 -0.53 -1.79  -0.19
C11 -6.12 -4.62 1.40  -0.09
C12 -2.05 -2.96 -1.30  -0.25
C13 -3.82 2.41 -1.33  -0.05
C14 6.14 1.47 -3.00  0.04
C15 -4.96 -4.83 2.14  -0.08
C16 1.57 2.71 4.06  -0.16
C17 1.09 1.77 -4.01  -0.15
C18 1.68 1.71 5.07  -0.58
C19 -4.45 -2.48 2.03  -0.26
C20 1.39 -0.03 3.44  -0.62
C21 -4.12 -3.77 2.44  -0.04
C22 4.87 1.31 -2.45  0.01
C23 1.24 0.90 2.44  -0.30
C24 -6.43 -3.33 0.97  -0.08
C25 -0.84 -3.60 -1.59  -0.24
C26 -1.51 1.99 -0.83  -0.34
C27 -4.06 2.67 0.02  -0.06
C28 -0.82 -4.97 -1.81  -0.06
C29 -2.00 -5.70 -1.74  -0.04
C30 1.38 4.43 1.95  -0.11
C31 7.08 0.53 -2.65  -0.20
C32 8.91 -0.74 -2.47  -0.09
C33 5.56 -0.70 -1.24  0.10
C34 3.25 0.11 -1.04  -0.49
C35 -2.55 2.06 -1.75  -0.09
C36 1.60 0.39 4.77  -0.12
C37 1.67 4.09 4.29  -0.01
C38 -3.19 -5.07 -1.43  -0.03
C39 1.36 2.29 2.73  -0.15
H1 -1.24 4.49 -2.30  0.05
H2 -5.85 -1.26 0.97  0.12
H3 0.12 -5.46 -2.03  0.11
H4 9.79 -0.49 -1.89  0.14
H5 1.87 -2.44 0.57  0.03
H6 -1.98 -6.77 -1.92  0.12
H7 1.83 4.45 5.30  0.10
H8 1.68 -0.36 5.54  0.12
H9 -5.06 2.93 0.35  0.11
H10 -0.15 4.78 -3.65  0.05
H11 -6.77 -5.44 1.17  0.11
H12 -4.70 -5.83 2.47  0.11
H13 -2.37 1.81 -2.79  0.11
H14 6.38 2.28 -3.67  0.13
H15 -3.04 -1.42 5.44  0.09
H16 5.33 -1.52 -0.57  0.14
H17 1.64 6.03 3.38  0.11
H18 1.50 2.43 -4.78  0.05
H19 4.09 2.02 -2.69  0.11
H20 9.14 -1.44 -3.27  0.14
H21 -4.19 -2.36 4.54  0.10
H22 -1.45 3.61 -3.82  0.04
H23 -4.15 -3.19 -0.98  0.11
H24 -4.63 2.46 -2.05  0.12
H25 2.61 4.14 -2.39  0.05
H26 2.35 3.30 -0.85  0.01
H27 0.21 1.28 -4.44  0.05
H28 1.83 1.00 -3.79  0.02
H29 -3.36 -0.78 1.51  0.09
H30 1.38 4.71 -1.28  0.03
H31 -3.19 -3.94 2.98  0.12
H32 -4.11 -5.63 -1.36  0.12
H33 -7.33 -3.16 0.40  0.11
H34 -0.95 2.16 1.24  0.07
H35 -3.21 2.74 1.99  0.10
H36 1.32 5.10 1.10  0.11

---

# 2
4 unconnected molecules or ions with the total composition C28H68N2O13P3 in a non-equilibrium geometry. Source: OMol25; level of theory: ωB97M-V/def2-TZVPD.

## Properties
HOMO energy: -11.78 eV
maximum force: 0.0195 Eh/bohr
LUMO energy: -0.082 Ha
orbital gap: 0.351 hartree
charge: +1

Last column: Löwdin charge in e.
Geometry (Å):
P1 -1.77 -3.00 -4.66  0.32
P2 -0.22 4.22 -6.30  0.31
P3 4.18 2.24 -2.73  0.32
O1 0.66 3.51 -7.22  -0.21
O2 -2.04 -1.51 -4.20  -0.21
O3 -1.70 3.66 -6.16  -0.22
O4 -2.33 -3.91 -3.47  -0.22
O5 3.18 1.90 -3.90  -0.22
O6 -0.32 -0.25 6.45  -0.03
O7 -2.84 -3.10 -5.81  -0.21
O8 -0.39 -3.33 -4.99  -0.21
O9 0.18 4.20 -4.78  -0.21
O10 4.15 3.82 -2.81  -0.23
O11 5.62 1.81 -3.23  -0.21
O12 -0.38 5.75 -6.70  -0.22
O13 3.86 1.66 -1.42  -0.21
N1 -2.29 -1.69 3.63  0.16
N2 -4.88 -1.00 3.12  -0.01
C1 1.49 -3.90 6.25  -0.10
C2 -2.83 -0.66 4.59  -0.39
C3 3.67 -0.63 3.16  -0.19
C4 -4.17 -0.11 4.06  -0.13
C5 -4.05 -1.57 2.03  -0.16
C6 -3.07 -1.41 5.92  -0.18
C7 1.41 4.85 -4.40  -0.07
C8 -3.67 -3.74 -3.01  -0.09
C9 -1.20 6.62 -5.92  -0.09
C10 -1.22 -1.00 -3.15  -0.09
C11 2.90 -2.73 4.46  -0.19
C12 -0.41 0.19 5.11  -0.24
C13 3.14 0.69 2.59  -0.19
C14 0.86 0.23 1.50  -0.18
C15 1.56 -3.42 4.79  -0.26
C16 -1.78 -2.30 1.28  -0.14
C17 -2.56 -1.36 2.20  -0.25
C18 2.35 0.51 1.27  -0.19
C19 2.94 0.53 -4.23  -0.06
C20 -1.84 0.50 4.71  -0.10
C21 0.28 -0.90 0.61  -0.16
C22 5.11 4.55 -2.04  -0.07
C23 2.81 -1.20 4.29  -0.20
C24 -2.47 3.53 -7.36  -0.08
C25 -3.38 -0.54 7.12  -0.07
C26 -3.09 -4.38 -6.41  -0.07
C27 -0.26 -2.13 1.38  -0.17
C28 6.10 2.27 -4.51  -0.08
H1 -1.31 -1.87 3.82  0.14
H2 -3.51 3.66 -7.09  0.09
H3 0.72 -2.74 4.59  0.06
H4 -1.79 0.99 3.73  0.12
H5 5.85 4.97 -2.71  0.09
H6 -2.16 -1.98 6.14  0.11
H7 -1.93 7.08 -6.58  0.09
H8 6.97 2.90 -4.35  0.09
H9 -5.58 -0.43 2.67  0.11
H10 3.60 -2.95 5.27  0.11
H11 -3.88 -2.12 5.76  0.13
H12 2.01 5.11 -5.28  0.10
H13 -2.27 1.24 5.38  0.14
H14 1.98 4.16 -3.79  0.06
H15 -4.17 -2.90 -3.51  0.09
H16 -0.34 -0.52 -3.57  0.08
H17 -4.35 -1.22 1.05  0.13
H18 -4.21 -2.66 2.03  0.12
H19 -4.82 0.02 4.92  0.12
H20 1.46 -4.29 4.15  0.10
H21 -0.91 -1.80 -2.47  0.08
H22 -2.32 2.53 -7.79  0.09
H23 -4.23 -4.65 -3.20  0.09
H24 -2.06 -3.33 1.52  0.13
H25 -2.25 -0.34 1.99  0.16
H26 -2.32 -5.10 -6.13  0.09
H27 2.46 1.43 0.70  0.09
H28 2.08 -4.80 6.36  0.08
H29 0.35 -0.92 6.52  0.08
H30 3.33 -3.17 3.57  0.11
H31 1.08 -1.24 -0.03  0.11
H32 0.05 -0.54 4.44  0.06
H33 0.27 1.14 1.35  0.11
H34 0.09 -2.12 2.41  0.08
H35 5.60 3.92 -1.30  0.09
H36 -2.57 0.15 7.36  0.07
H37 -3.09 -4.26 -7.49  0.09
H38 3.82 -0.08 -4.04  0.09
H39 -2.80 -2.56 3.81  0.18
H40 6.39 1.40 -5.10  0.09
H41 2.70 0.49 -5.29  0.10
H42 1.76 -0.91 4.15  0.05
H43 2.80 -0.30 0.70  0.10
H44 2.10 0.15 -3.65  0.08
H45 0.17 1.11 4.99  0.13
H46 3.97 1.36 2.38  0.11
H47 -4.02 0.89 3.64  0.13
H48 1.18 5.75 -3.84  0.09
H49 -4.31 0.02 7.00  0.08
H50 -3.53 -1.19 7.99  0.09
H51 -4.06 -4.74 -6.08  0.09
H52 -3.65 -3.55 -1.94  0.08
H53 5.34 2.83 -5.05  0.09
H54 3.76 -1.35 2.35  0.11
H55 4.68 -0.48 3.56  0.11
H56 -2.19 4.28 -8.10  0.09
H57 4.59 5.35 -1.53  0.09
H58 -0.58 7.39 -5.48  0.09
H59 0.18 -3.02 0.94  0.12
H60 -0.52 -0.49 -0.01  0.10
H61 -1.81 -0.27 -2.60  0.09
H62 -1.73 6.08 -5.13  0.09
H63 -2.09 -2.10 0.26  0.12
H64 0.47 -4.12 6.56  0.06
H65 0.74 -0.06 2.55  0.06
H66 2.50 1.18 3.33  0.10
H67 1.88 -3.13 6.91  0.07
H68 3.13 -0.74 5.22  0.12